{
  "formula": "C4H8O2",
  "method": "ωB97M-V/def2-TZVPD",
  "multiplicity": 1,
  "homo_ev": -9.60,
  "molar_mass_g_mol": 88.1,
  "lumo_ev": 0.98,
  "homo_lumo_gap_ev": 10.6,
  "smiles": "COC1COC1",
  "e_tot_ha": -307.5802,
  "elements": ["C", "O", "C", "C", "O", "C", "H", "H", "H", "H", "H", "H", "H", "H"],
  "xyz": [[-0.665, -0.052, 1.858], [-0.745, -0.746, 0.655], [-0.413, -0.085, -0.553], [0.526, 1.100, -0.928], [1.121, 0.248, -1.929], [0.615, -0.999, -1.094], [0.151, 0.672, 1.808], [-1.606, 0.464, 2.020], [-0.519, -0.766, 2.681], [-1.291, -0.050, -1.211], [1.232, 1.389, -0.134], [0.046, 2.014, -1.324], [1.372, -1.260, -0.333], [0.177, -1.928, -1.516]]
}

***

{
  "formula": "C12H16BFNO13",
  "method": "ωB97M-V/def2-TZVPD",
  "multiplicity": 1,
  "homo_ev": -6.96,
  "total_charge": -1,
  "molar_mass_g_mol": 412.1,
  "lumo_ev": 2.34,
  "homo_lumo_gap_ev": 9.3,
  "e_tot_ha": -1624.6947,
  "elements": ["C", "C", "O", "C", "N", "C", "C", "O", "O", "C", "O", "O", "C", "C", "F", "H", "H", "H", "H", "H", "H", "H", "H", "H", "H", "H", "H", "H", "H", "H", "H", "B", "O", "C", "O", "C", "O", "O", "O", "C", "O", "C", "O", "O"],
  "xyz": [[0.560, -2.388, 1.095], [-0.236, -1.096, 1.016], [0.505, -0.006, 1.568], [-0.659, -0.735, -0.401], [-1.597, -1.723, -0.975], [-1.231, -2.247, -2.290], [0.042, -3.064, -2.352], [1.142, -2.170, -2.538], [2.268, -3.016, -2.897], [3.144, -2.922, -1.849], [3.431, -3.862, -1.167], [3.769, -1.722, -1.772], [3.334, -0.822, -0.764], [4.505, 0.003, -0.308], [2.368, 0.008, -1.297], [-0.097, -3.234, 0.898], [1.333, -2.404, 0.320], [1.040, -2.488, 2.065], [-1.154, -1.199, 1.595], [1.217, 0.177, 0.944], [0.208, -0.563, -1.045], [-1.180, 0.219, -0.310], [-2.472, -1.230, -1.103], [-1.178, -1.473, -3.067], [-2.023, -2.935, -2.594], [0.186, -3.681, -1.464], [-0.006, -3.729, -3.217], [2.890, -1.394, 0.055], [4.117, 0.864, 0.235], [5.069, 0.359, -1.167], [5.144, -0.565, 0.362], [-2.647, 3.774, 1.731], [-3.620, 4.771, 2.218], [-3.222, 5.987, 1.872], [-3.787, 7.013, 2.114], [-1.897, 5.843, 1.096], [-1.253, 6.739, 0.632], [-1.603, 4.553, 1.038], [-2.088, 2.970, 2.835], [-2.349, 1.687, 2.628], [-2.031, 0.770, 3.326], [-3.132, 1.577, 1.307], [-3.525, 0.559, 0.806], [-3.285, 2.794, 0.821]]
}

***

{
  "formula": "C14H16AlFNO4",
  "method": "ωB97M-V/def2-TZVPD",
  "multiplicity": 1,
  "homo_ev": -4.83,
  "total_charge": -1,
  "molar_mass_g_mol": 308.3,
  "lumo_ev": 2.97,
  "homo_lumo_gap_ev": 7.8,
  "e_tot_ha": -1241.0418,
  "elements": ["C", "C", "C", "O", "Al", "C", "C", "F", "O", "C", "C", "C", "C", "C", "C", "C", "C", "C", "O", "N", "O", "H", "H", "H", "H", "H", "H", "H", "H", "H", "H", "H", "H", "H", "H", "H", "H"],
  "xyz": [[-3.437, 1.323, 1.201], [-2.554, 0.557, 0.883], [-1.507, -0.329, 0.197], [-2.291, -1.199, -0.583], [-1.519, -1.076, -2.238], [-2.551, -1.573, -3.923], [-2.172, -3.044, -4.285], [-0.784, -3.163, -4.555], [-1.072, 0.699, -1.907], [-0.450, 0.529, -0.658], [0.061, 1.800, 0.060], [0.790, 1.505, 1.386], [0.285, 2.008, 2.612], [0.942, 1.747, 3.832], [2.122, 0.977, 3.886], [2.644, 0.468, 2.683], [3.916, -0.402, 2.602], [1.983, 0.759, 1.479], [0.777, -0.217, -1.053], [1.455, 0.470, -2.031], [2.135, -0.298, -2.617], [-4.104, 2.161, 1.339], [-0.944, -0.779, 1.047], [-0.335, -2.154, -2.239], [-2.171, -0.973, -4.781], [-3.651, -1.492, -3.808], [-2.360, -3.743, -3.446], [-2.672, -3.366, -5.222], [0.700, 2.447, -0.566], [-0.830, 2.412, 0.317], [-0.618, 2.628, 2.670], [0.538, 2.146, 4.775], [2.660, 0.759, 4.816], [3.771, -1.055, 1.715], [4.828, 0.186, 2.405], [4.003, -1.086, 3.466], [2.411, 0.370, 0.543]]
}

***

{
  "formula": "C8H14NO",
  "method": "ωB97M-V/def2-TZVPD",
  "multiplicity": 1,
  "homo_ev": -13.50,
  "total_charge": 1,
  "molar_mass_g_mol": 140.2,
  "lumo_ev": -4.16,
  "homo_lumo_gap_ev": 9.3,
  "smiles": "C=CCO[C@H](C)C(C)=[N+]=C",
  "e_tot_ha": -442.8157,
  "elements": ["C", "C", "C", "O", "C", "C", "C", "C", "N", "C", "H", "H", "H", "H", "H", "H", "H", "H", "H", "H", "H", "H", "H", "H"],
  "xyz": [[3.201, -1.711, 1.743], [2.142, -1.460, 0.986], [1.031, -0.504, 1.214], [0.619, 0.158, 0.009], [-0.562, -0.299, -0.474], [-0.357, -0.722, -1.917], [-1.729, 1.108, -0.414], [-3.159, 1.112, -0.856], [-1.118, 2.104, 0.010], [0.124, 2.123, 0.401], [4.007, -2.509, 1.473], [3.509, -1.022, 2.541], [2.067, -1.987, 0.131], [1.389, 0.077, 2.036], [0.071, -0.938, 1.594], [-1.047, -1.031, 0.120], [-0.081, 0.127, -2.531], [0.388, -1.388, -2.143], [-1.198, -1.166, -2.415], [-3.557, 0.178, -1.117], [-3.684, 1.238, 0.107], [-3.211, 1.786, -1.684], [0.231, 2.289, 1.417], [0.926, 2.435, -0.231]]
}

***

{
  "formula": "C5H16N2O",
  "method": "ωB97M-V/def2-TZVPD",
  "multiplicity": 2,
  "homo_ev": [-13.47, -13.47],
  "total_charge": 1,
  "molar_mass_g_mol": 120.2,
  "lumo_ev": [-2.93, -8.02],
  "homo_lumo_gap_ev": [10.5, 5.5],
  "e_tot_ha": -384.4483,
  "elements": ["C", "C", "C", "C", "N", "C", "N", "H", "H", "H", "H", "H", "H", "H", "H", "H", "H", "H", "H", "H", "H", "H", "H", "O"],
  "xyz": [[1.240, 1.053, -0.661], [0.100, 0.772, 0.331], [0.246, 1.819, 1.321], [0.618, 1.293, 2.746], [-1.186, 1.142, -0.433], [-1.718, -0.147, -1.099], [-1.607, -0.455, -2.441], [1.183, 2.105, -0.875], [2.213, 0.799, -0.294], [1.097, 0.480, -1.557], [-0.027, -0.268, 0.832], [-0.644, 2.488, 1.513], [0.966, 2.610, 1.147], [0.065, 1.695, 3.657], [0.673, 0.162, 2.720], [1.686, 1.651, 2.963], [-1.002, 1.901, -1.149], [-1.460, -0.980, -0.465], [-2.745, -0.023, -0.984], [-0.604, -0.561, -2.662], [-1.937, 0.187, -3.045], [0.762, -5.499, 0.213], [0.729, -6.421, -1.189], [1.352, -5.803, -0.587]]
}

***

{
  "formula": "C11H7N6O8",
  "method": "ωB97M-V/def2-TZVPD",
  "multiplicity": 1,
  "homo_ev": -4.44,
  "total_charge": -1,
  "molar_mass_g_mol": 351.2,
  "lumo_ev": 1.34,
  "homo_lumo_gap_ev": 5.8,
  "e_tot_ha": -1353.4327,
  "elements": ["C", "C", "O", "C", "C", "C", "N", "O", "H", "H", "H", "H", "H", "H", "O", "N", "C", "C", "N", "O", "C", "N", "O", "O", "C", "C", "N", "O", "O", "N", "C", "H"],
  "xyz": [[1.150, -1.333, -4.344], [-0.138, -0.580, -4.123], [-0.349, -0.608, -2.677], [-1.259, 0.272, -2.195], [-1.694, -0.181, -0.856], [-2.547, 0.785, -0.266], [-3.185, 1.588, 0.309], [-1.598, 1.266, -2.818], [1.404, -1.292, -5.406], [1.981, -0.908, -3.767], [1.036, -2.385, -4.051], [-0.096, 0.461, -4.471], [-0.992, -1.110, -4.580], [-2.078, -1.218, -0.902], [1.829, 2.597, 4.899], [1.047, 1.796, 4.428], [0.872, 1.138, 3.231], [-0.341, 0.435, 3.298], [-0.930, 0.583, 4.525], [-0.089, 1.412, 5.196], [-0.783, -0.317, 2.119], [-1.865, -1.322, 2.203], [-2.509, -1.465, 3.262], [-2.027, -2.065, 1.198], [-0.099, -0.183, 0.918], [1.133, 0.440, 0.953], [2.227, 0.204, 0.110], [2.293, -0.354, -0.968], [3.367, 0.580, 0.797], [3.051, 1.195, 1.987], [1.697, 1.082, 2.084], [-0.508, -0.510, -0.097]]
}